Entry 1:
DFT (ωB97M-V with the def2-TZVPD basis set) results for C44H52N7O2STl as an isolated structure.

DFT total energy in eV: -76524.4274
E_HOMO in eV: -7.326
Spin multiplicity: 1
LUMO energy in eV: -1.07

Each line ends with the Mulliken charge.
Element x y z (Å)
Tl (0.022958, 1.343407, 0.446216)  1.1777
O (6.745919, -0.929407, -1.882897)  -0.7448
C (5.537930, -1.188144, -1.996218)  -0.1226
O (4.897625, -1.875277, -2.817395)  -0.5954
C (4.710753, -0.545778, -0.899906)  -0.9822
C (3.997239, 0.586549, -1.071737)  -0.8157
C (3.074211, 1.221414, -0.123322)  2.6051
N (2.530088, 0.931724, 1.018422)  -0.3022
C (2.825085, -0.191747, 1.914327)  1.1721
C (4.698349, -1.002581, 0.503652)  -0.5511
C (1.578732, -0.680413, 2.681084)  -0.2598
C (1.633136, -1.961608, 3.236528)  -0.2714
C (0.596818, -2.412248, 4.026426)  -0.9214
C (-0.477340, -1.566020, 4.270485)  -0.8746
C (-0.451943, -0.316089, 3.688306)  -0.8780
N (0.537066, 0.126771, 2.901641)  -0.3991
C (2.520771, 2.519376, -0.683949)  -1.1172
C (1.984650, 2.565297, -1.968491)  -0.2258
C (1.406705, 3.742518, -2.412557)  -0.7071
C (1.414569, 4.844165, -1.573522)  -0.5478
C (1.978934, 4.706006, -0.313559)  -0.5964
N (2.508878, 3.570349, 0.137899)  -0.2097
H (4.047707, 1.077035, -2.035617)  0.8026
H (5.218119, -0.302248, 1.138249)  0.8672
H (2.470911, -2.606472, 3.013686)  0.4460
H (0.628283, -3.406040, 4.456279)  0.4914
H (-1.313572, -1.865240, 4.887406)  0.4608
H (-1.262581, 0.378841, 3.874518)  0.8908
H (1.992764, 1.683021, -2.596592)  0.3412
H (0.954898, 3.793682, -3.394476)  0.4360
H (1.000569, 5.793498, -1.890350)  0.6462
H (2.006461, 5.545326, 0.373217)  0.4276
C (-3.582879, -3.249815, -2.582238)  -1.7423
C (-3.131740, -1.811594, -2.319630)  2.6087
C (-3.288592, -0.945369, -3.576774)  -1.5612
C (-3.886060, -1.169242, -1.154730)  0.2500
C (-5.263163, -1.019999, -1.292786)  -0.5211
C (-6.010771, -0.294164, -0.383057)  -1.8246
C (-5.367639, 0.347416, 0.663670)  -0.0655
C (-3.995939, 0.232023, 0.842629)  0.9041
C (-3.320556, 1.020505, 1.946522)  3.5933
C (-3.952714, 0.778380, 3.317417)  -1.8885
C (-3.312802, 2.513381, 1.600531)  -1.5032
C (-3.265624, -0.577845, -0.032924)  -0.7614
N (-1.867757, -0.717331, 0.173050)  0.6735
C (-1.379749, -1.880108, 0.158795)  -1.5179
C (0.069288, -2.187139, 0.153640)  -0.4183
N (0.984500, -1.312751, 0.151888)  1.6044
C (2.303643, -1.821792, 0.037064)  -1.4086
C (3.332045, -1.335828, 1.018270)  0.9642
C (4.541548, -2.336476, 1.148957)  0.0933
C (4.533251, -3.537603, 0.312790)  -1.5308
C (3.727694, -3.621535, -0.742935)  -0.8830
C (2.595623, -2.734741, -0.933377)  0.5713
C (1.907144, -2.871052, -2.296379)  0.1932
C (1.429688, -1.544897, -2.889280)  -1.3562
C (0.827943, -3.960445, -2.411018)  -1.4939
C (3.733619, 0.424626, 3.076482)  0.2845
C (4.562577, 1.651444, 2.675493)  -1.4320
C (4.624603, -0.561774, 3.831633)  -1.7624
H (-2.955118, -3.709979, -3.348420)  0.4321
H (-4.614727, -3.279303, -2.939311)  0.3980
H (-3.526241, -3.861690, -1.678681)  0.3664
H (-2.067835, -1.836996, -2.099160)  -1.3355
H (-4.328914, -0.925370, -3.909881)  0.3238
H (-2.680082, -1.344868, -4.391103)  0.4725
H (-2.978767, 0.083663, -3.384022)  0.2685
H (-5.756387, -1.473099, -2.144867)  0.3438
H (-7.082587, -0.203243, -0.504899)  0.3851
H (-5.941896, 0.950317, 1.357965)  0.3408
H (-2.284104, 0.688070, 2.001220)  -2.1214
H (-4.955845, 1.204938, 3.373396)  0.4430
H (-3.354411, 1.253229, 4.099339)  0.5048
H (-4.029688, -0.287862, 3.541387)  0.4029
H (-4.320402, 2.928872, 1.695219)  0.4123
H (-2.977720, 2.672813, 0.573607)  -0.0258
H (-2.649144, 3.062598, 2.273652)  0.4537
H (-2.035778, -2.758222, 0.158867)  0.4163
H (0.326569, -3.246239, 0.144505)  0.8502
H (5.026553, -2.440677, 2.106257)  0.4799
H (5.271176, -4.301809, 0.520799)  0.4064
H (3.847230, -4.425942, -1.460040)  0.5697
H (2.739786, -3.180255, -2.930684)  0.8067
H (0.651228, -1.063717, -2.293733)  0.0137
H (1.023378, -1.718082, -3.888463)  0.6182
H (2.278700, -0.864519, -2.978963)  0.2101
H (-0.147746, -3.597726, -2.073722)  0.1215
H (1.084839, -4.850242, -1.829988)  0.2653
H (0.716350, -4.264578, -3.453893)  0.4897
H (2.995826, 0.795734, 3.791920)  0.6107
H (5.355967, 1.416025, 1.963397)  0.3242
H (5.039567, 2.046897, 3.575241)  0.5262
H (3.943735, 2.433881, 2.241988)  0.2784
H (5.500458, -0.841779, 3.248018)  0.3089
H (4.100884, -1.466041, 4.143251)  0.2677
H (4.991149, -0.073415, 4.736342)  0.5739
C (-5.403250, 3.265054, -1.847949)  -0.5529
N (-4.441772, 4.259676, -1.405848)  -0.1898
C (-3.132577, 4.242858, -1.719147)  0.4031
N (-2.433370, 5.330187, -1.294453)  -0.4972
S (-2.373569, 3.008700, -2.551745)  -0.2732
H (-5.897345, 3.568482, -2.772513)  0.3050
H (-6.151263, 3.118348, -1.069382)  0.3185
H (-4.881116, 2.327454, -2.018237)  -0.0132
H (-4.813001, 5.112158, -1.019385)  0.2116
H (-2.808421, 5.934764, -0.582195)  0.2193
H (-1.432190, 5.254994, -1.357119)  0.1545

Cartesian forces (eV/Å) of the 2 atoms listed first:
Tl -0.16 0.29 0.16
O -0.12 -0.14 -0.06


Entry 2:
DFT (ωB97M-V with the def2-TZVPD basis set) results for C44H53AsCaN3OS2Se2 as an isolated structure at a distorted geometry.

DFT total energy in eV: -284643.8338
Energy above the lowest of the compared OMol25 structures with the same formula, charge and spin in kcal/mol: 19.9
E_HOMO in eV: -9.983
Spin multiplicity: 1
Net charge: +1
LUMO energy in eV: -1.77

Each line ends with the Mulliken charge.
Element x y z (Å)
Ca (-0.514717, 0.959399, 1.160877)  1.1621
C (-4.587962, -2.115037, -0.919746)  -1.2438
Se (-2.881898, -1.196909, -0.607291)  0.3308
C (-1.837120, -2.802442, -0.169061)  -0.1826
C (-2.071643, -3.323953, 1.232973)  -0.8940
Se (-1.025283, -2.314366, 2.582013)  0.2724
C (-1.921011, -3.086104, 4.144812)  -1.1306
H (-5.327168, -1.359247, -1.173786)  0.3928
H (-4.903211, -2.648569, -0.026498)  0.3249
H (-4.464891, -2.805397, -1.753264)  0.3414
H (-0.789443, -2.525611, -0.309935)  -0.4245
H (-2.114432, -3.555927, -0.912538)  0.6578
H (-1.756277, -4.370485, 1.307017)  0.6032
H (-3.127275, -3.256537, 1.512982)  0.3219
H (-1.863389, -4.171599, 4.088331)  0.3521
H (-2.955878, -2.756551, 4.188284)  0.2579
H (-1.381250, -2.734685, 5.021435)  0.3572
S (-3.642989, 3.909535, 3.235169)  -0.4052
C (-4.463106, 2.380640, 3.328277)  0.8696
C (-5.735795, 2.099843, 3.796854)  -0.7218
C (-6.159734, 0.786735, 3.791912)  -0.5740
C (-5.329914, -0.229937, 3.323591)  -0.9018
C (-4.066206, 0.045160, 2.845628)  0.5534
C (-3.614483, 1.364531, 2.842276)  -1.4440
N (-2.393529, 1.804198, 2.418409)  -0.1336
C (-2.237660, 3.086816, 2.563107)  0.6420
C (-1.049127, 3.816163, 2.188920)  1.2616
C (-0.930714, 5.170609, 2.522739)  -1.0604
C (0.172087, 5.889906, 2.115710)  -0.8227
C (1.160749, 5.259754, 1.372865)  -0.7297
C (1.052156, 3.907015, 1.074430)  -0.0069
C (-0.042944, 3.143498, 1.466870)  -0.7721
H (-6.372516, 2.890132, 4.156112)  0.4319
H (-7.145025, 0.544959, 4.158773)  0.4023
H (-5.693358, -1.247553, 3.340968)  0.4342
H (-3.414386, -0.737355, 2.481722)  0.5054
H (-1.709615, 5.644748, 3.107090)  0.4230
H (0.260521, 6.935321, 2.371461)  0.3991
H (2.016208, 5.824328, 1.026981)  0.4502
H (1.842268, 3.434509, 0.498859)  0.2664
C (-1.968813, 1.955929, -6.116023)  -0.9740
C (-2.315072, 3.130618, -5.205381)  -0.6081
C (-1.603557, 3.114868, -3.851071)  -0.4107
C (-2.205337, 2.132288, -2.841923)  -0.4928
N (-1.927443, 0.750644, -3.160026)  -0.1231
C (-0.806240, 0.109378, -2.789343)  -0.3725
S (0.371375, 0.861927, -1.878087)  -0.0723
N (-0.699604, -1.183262, -3.161443)  0.2443
C (0.505997, -1.965297, -3.017448)  -0.5167
C (1.454474, -1.784695, -4.205168)  -0.6074
C (0.814537, -2.107405, -5.558215)  -0.3845
C (0.244754, -3.518606, -5.656121)  -1.1784
H (-2.267155, 2.179313, -7.136711)  0.4311
H (-2.481118, 1.044009, -5.819371)  0.2021
H (-0.897127, 1.770332, -6.110428)  0.2342
H (-3.394704, 3.163448, -5.043253)  0.2719
H (-2.036478, 4.051717, -5.718493)  0.3602
H (-1.664904, 4.109275, -3.408402)  0.4263
H (-0.547018, 2.877930, -3.986295)  0.1878
H (-3.291241, 2.252888, -2.802117)  0.6133
H (-1.785992, 2.331159, -1.845112)  -0.1471
H (-2.544192, 0.298960, -3.819999)  0.3462
H (-1.361494, -1.524690, -3.844732)  0.3736
H (0.214630, -3.012763, -2.913459)  0.5632
H (1.005528, -1.645374, -2.096511)  -0.2839
H (2.323782, -2.423446, -4.045756)  0.5005
H (1.794789, -0.747464, -4.214045)  0.1766
H (1.582120, -1.988114, -6.323734)  0.4328
H (0.028221, -1.380485, -5.778280)  0.0628
H (0.994770, -4.255501, -5.380270)  0.2822
H (-0.068775, -3.718563, -6.677311)  0.3935
H (-0.621218, -3.652198, -5.011462)  0.2651
O (0.901354, -0.496803, 1.123343)  1.3454
As (2.496784, -0.546716, 1.493157)  0.4466
C (2.726531, -0.616916, 3.415542)  0.0331
C (2.274231, 0.471377, 4.152485)  -0.3064
C (2.446381, 0.493389, 5.525884)  -0.9225
C (3.061461, -0.576479, 6.159451)  -0.5210
C (3.504467, -1.664632, 5.426113)  -0.7137
C (3.341235, -1.688833, 4.050430)  -0.3564
C (3.171316, -2.164793, 0.667899)  -0.0362
C (4.242919, -2.166646, -0.214702)  -0.2100
C (4.594747, -3.344945, -0.853499)  -0.7287
C (3.881156, -4.507216, -0.611921)  -0.5196
C (2.814377, -4.505787, 0.271782)  -0.8952
C (2.452711, -3.331190, 0.906149)  -0.1950
C (3.556246, 0.939883, 0.854992)  0.3976
C (4.447930, 1.588527, 1.700125)  -0.7638
C (5.230294, 2.619736, 1.209326)  -0.7277
C (5.124197, 3.000554, -0.120151)  -0.6420
C (4.247555, 2.341759, -0.967439)  -0.8310
C (3.468132, 1.305728, -0.482823)  0.0254
H (1.798240, 1.307895, 3.635751)  0.5395
H (2.113796, 1.344726, 6.100941)  0.4574
H (3.197621, -0.558880, 7.229762)  0.4208
H (3.985406, -2.492095, 5.926928)  0.4336
H (3.696210, -2.532884, 3.465896)  0.4079
H (4.797149, -1.250853, -0.398794)  0.4277
H (5.425794, -3.356890, -1.541313)  0.4474
H (4.154933, -5.419091, -1.119289)  0.4385
H (2.268954, -5.416854, 0.465698)  0.4525
H (1.603091, -3.290053, 1.585495)  0.3425
H (4.539200, 1.283169, 2.738138)  0.4148
H (5.926235, 3.126387, 1.861768)  0.4409
H (5.735338, 3.805939, -0.497766)  0.4263
H (4.171382, 2.632710, -2.005236)  0.4648
H (2.775095, 0.780419, -1.133460)  0.2445

Cartesian forces (eV/Å) of the 2 atoms listed first:
Ca -2.19 -0.40 -0.90
C 0.25 0.09 0.15